*w*
Density functional theory data (wB97M-V/def2-TZVPD) for one molecule with the formula C4H13N3.

Calculated values
Lowest unoccupied orbital energy in Eh: 0.0384
HOMO-LUMO gap in Ha: 0.35462
Spin multiplicity: 1
SMILES string: C[C@@H](CN)NCN

Positions of all 20 atoms, in Å:
C1 -0.27 1.40 0.75
C2 -0.23 -0.10 0.55
C3 -1.56 -0.65 0.66
N1 -1.85 -1.29 1.98
N2 0.24 -0.24 -0.85
C4 1.71 -0.13 -1.12
N3 1.99 -0.03 -2.45
H1 0.43 2.14 0.30
H2 -0.16 1.67 1.88
H3 -1.39 1.66 0.47
H4 0.48 -0.47 1.17
H5 -2.25 0.06 0.00
H6 -1.70 -1.57 0.02
H7 -1.47 -0.67 2.66
H8 -2.89 -1.30 2.07
H9 -0.10 0.67 -1.31
H10 2.00 0.75 -0.45
H11 2.18 -1.02 -0.74
H12 2.98 0.11 -2.69
H13 1.84 -1.00 -2.92

***

*x*
Density functional theory data (wB97M-V/def2-TZVPD) for one molecule with the formula C4H13N3.

Calculated values
Lowest unoccupied orbital energy in Eh: 0.0380
HOMO-LUMO gap in Ha: 0.34603
Spin multiplicity: 1
SMILES string: NCCNCCN

Positions of all 20 atoms, in Å:
N1 -2.33 -0.05 1.12
C1 -1.22 0.09 2.09
C2 0.13 -0.31 1.52
N2 0.61 0.68 0.57
C3 1.26 0.24 -0.67
C4 0.36 0.38 -1.88
N3 0.85 -0.39 -3.05
H1 -2.00 -0.47 0.26
H2 -3.01 -0.69 1.49
H3 -1.47 -0.51 2.97
H4 -1.12 1.10 2.45
H5 0.84 -0.43 2.34
H6 0.14 -1.29 1.03
H7 1.05 1.47 1.00
H8 1.57 -0.80 -0.57
H9 2.08 0.93 -0.83
H10 0.30 1.44 -2.17
H11 -0.67 0.13 -1.69
H12 0.79 -1.36 -2.78
H13 1.84 -0.18 -3.19

***

*y*
Density functional theory data (wB97M-V/def2-TZVPD) for one molecule with the formula C4H13N3.

Calculated values
Lowest unoccupied orbital energy in Eh: 0.0421
HOMO-LUMO gap in Ha: 0.34366
Spin multiplicity: 1
SMILES string: NCCNCCN

Positions of all 20 atoms, in Å:
N1 1.70 -1.97 -1.49
C1 1.18 -0.60 -1.62
C2 0.98 0.08 -0.29
N2 -0.07 -0.57 0.50
C3 -0.92 -0.11 1.62
C4 -1.32 1.34 1.42
N3 -1.73 1.55 0.05
H1 2.26 -2.17 -2.28
H2 1.22 -2.38 -0.72
H3 0.34 -0.57 -2.33
H4 1.87 0.03 -2.20
H5 1.96 -0.01 0.20
H6 0.67 1.13 -0.30
H7 -0.07 -1.56 0.39
H8 -0.39 -0.38 2.54
H9 -1.78 -0.77 1.51
H10 -0.61 2.06 1.85
H11 -2.19 1.58 2.05
H12 -1.39 0.84 -0.58
H13 -1.69 2.49 -0.31

***

Which of them is least stable? Easy: *w*.

***

*w*
Density functional theory data (wB97M-V/def2-TZVPD) for one molecule with the formula C4H13N3.

Calculated values
Lowest unoccupied orbital energy in Eh: 0.0391
HOMO-LUMO gap in Ha: 0.32680
Spin multiplicity: 1
SMILES string: CNCCNCN

Positions of all 20 atoms, in Å:
C1 -1.52 0.84 -2.29
N1 -0.74 1.26 -1.12
C2 0.67 0.91 -1.21
C3 0.88 -0.58 -0.76
N2 0.00 -0.68 0.53
C4 0.60 -1.17 1.78
N3 0.05 -0.72 3.02
H1 -2.62 0.88 -2.05
H2 -1.26 1.43 -3.16
H3 -1.17 -0.14 -2.50
H4 -0.67 2.11 -0.58
H5 1.22 1.58 -0.46
H6 1.07 1.22 -2.20
H7 0.61 -1.26 -1.48
H8 2.02 -0.81 -0.57
H9 -0.45 0.30 0.55
H10 0.64 -2.31 1.70
H11 1.63 -0.88 1.72
H12 0.46 0.24 3.17
H13 -0.40 -1.30 3.71

***

*x*
Density functional theory data (wB97M-V/def2-TZVPD) for one molecule with the formula C4H13N3.

Calculated values
Lowest unoccupied orbital energy in Eh: 0.0426
HOMO-LUMO gap in Ha: 0.35107
Spin multiplicity: 1
SMILES string: NCCNCCN

Positions of all 20 atoms, in Å:
N1 0.34 -0.17 2.08
C1 1.25 0.79 1.47
C2 0.53 1.58 0.37
N2 0.39 0.84 -0.90
C3 -0.84 0.25 -1.44
C4 -0.79 -1.27 -1.52
N3 -0.80 -1.95 -0.21
H1 -0.52 0.27 2.41
H2 0.61 -0.58 2.96
H3 1.62 1.51 2.22
H4 2.07 0.19 1.08
H5 1.22 2.42 0.21
H6 -0.38 2.05 0.76
H7 0.71 1.53 -1.56
H8 -0.84 0.50 -2.52
H9 -1.71 0.85 -1.16
H10 0.18 -1.52 -1.95
H11 -1.62 -1.65 -2.11
H12 -1.06 -2.93 -0.25
H13 0.09 -1.95 0.23

***

Which of them is least stable? Easy: *w*.